1.
Below is a molecular structure, C31H44BrCaN3OP2 at a distorted geometry, with properties calculated with ωB97M-V with the def2-TZVPD basis set.

XYZ file:
```
83
C31H44BrCaN3OP2 | the OMol25 dataset | ωB97M-V with the def2-TZVPD basis set
C -0.666 7.351 -6.208
C -0.869 5.982 -6.461
C -1.150 5.589 -7.783
C -1.231 6.571 -8.778
N -1.044 7.866 -8.517
C -0.768 8.257 -7.272
C -0.781 5.007 -5.401
C -0.690 4.165 -4.521
C -0.485 3.154 -3.532
C 0.640 3.243 -2.694
C 0.955 2.170 -1.835
C 0.193 1.027 -1.935
C -1.007 0.958 -2.615
C -1.350 2.049 -3.444
Ca -0.474 0.294 0.256
P 1.900 -0.827 -1.109
H -1.299 4.539 -8.038
H -0.428 7.710 -5.206
H -1.455 6.289 -9.811
H -0.621 9.327 -7.098
H -2.255 2.032 -4.058
H 1.285 4.124 -2.738
H -1.678 0.093 -2.560
H 1.804 2.270 -1.155
C 2.299 -2.451 -0.316
C 3.139 -3.500 -1.052
H 1.314 -2.870 -0.039
H 2.796 -2.206 0.638
H 3.283 -4.357 -0.378
H 2.653 -3.889 -1.955
H 4.143 -3.141 -1.315
C 1.883 -1.207 -2.912
C 2.890 -0.475 -3.794
H 0.864 -0.952 -3.236
H 1.983 -2.293 -3.052
H 2.681 -0.717 -4.844
H 2.822 0.617 -3.714
H 3.920 -0.785 -3.579
C 3.439 0.144 -0.780
C 4.795 -0.560 -0.791
H 3.270 0.585 0.217
H 3.463 0.984 -1.488
H 5.569 0.187 -0.570
H 4.878 -1.335 -0.021
H 5.044 -0.994 -1.767
Br -1.321 -2.224 0.372
P -2.616 -3.408 -4.195
C -0.764 -3.515 -4.111
C -0.300 -4.962 -4.308
H -0.425 -3.112 -3.143
H -0.364 -2.872 -4.911
H 0.772 -4.989 -4.541
H -0.469 -5.562 -3.406
H -0.841 -5.441 -5.134
C -3.073 -3.158 -2.422
C -4.470 -3.693 -2.107
H -3.000 -2.089 -2.175
H -2.317 -3.674 -1.814
H -4.585 -3.797 -1.022
H -5.247 -3.011 -2.472
H -4.631 -4.674 -2.568
C -2.846 -1.700 -4.877
C -3.082 -1.733 -6.391
H -1.971 -1.081 -4.627
H -3.725 -1.281 -4.364
H -3.480 -0.767 -6.722
H -2.153 -1.925 -6.939
H -3.803 -2.513 -6.666
N 2.694 3.055 6.372
C 2.174 3.740 5.299
O 2.062 4.961 5.296
C 1.791 2.901 4.114
C 2.121 1.545 3.970
C 1.596 0.820 2.899
N 0.806 1.401 1.953
C 0.560 2.742 2.034
C 1.031 3.504 3.102
H 2.840 3.592 7.217
H 2.555 2.062 6.483
H 2.787 1.032 4.665
H 1.804 -0.250 2.784
H -0.038 3.188 1.226
H 0.777 4.563 3.139
```

The charge is +2. The value obtained for the strongest force on any atom is 4.21 eV Å⁻¹. The calculation puts the orbital gap (spin up / spin down) at 6.25 / 3.83 eV. For the electronic energy, the calculation gives -5380.904088 Ha.


2.
Below is a molecular structure, C31H45BN10O4PtSSe at a distorted geometry, with properties calculated with ωB97M-V with the def2-TZVPD basis set.

XYZ file:
```
94
C31H45BN10O4PtSSe | the OMol25 dataset | ωB97M-V with the def2-TZVPD basis set
Pt -0.246 0.862 1.409
C 0.016 2.297 4.215
C -0.993 3.433 4.094
C -2.238 3.154 4.942
C -1.419 3.665 2.674
C -2.231 4.709 2.211
C -2.409 4.459 0.868
N -1.734 3.345 0.556
N -1.132 2.867 1.651
B -1.618 2.627 -0.805
N -0.116 2.601 -1.125
C 0.488 3.325 -2.078
C 1.833 3.378 -1.799
C 1.985 2.633 -0.620
N 0.795 2.176 -0.241
C 3.271 2.443 0.124
C 4.323 1.786 -0.775
C 3.078 1.649 1.408
N -2.238 1.233 -0.611
C -3.065 0.597 -1.454
C -3.762 -0.357 -0.745
C -3.293 -0.245 0.572
N -2.372 0.709 0.613
C -3.823 -0.872 1.824
C -5.347 -0.727 1.842
C -3.427 -2.338 1.995
H 0.305 2.135 5.252
H 0.912 2.539 3.648
H -0.416 1.364 3.831
H -0.526 4.356 4.462
H -2.779 2.301 4.540
H -2.905 4.012 4.944
H -1.956 2.940 5.970
H -2.619 5.525 2.786
H -2.965 5.007 0.132
H -2.194 3.215 -1.658
H -0.067 3.753 -2.887
H 2.594 3.907 -2.338
H 3.633 3.447 0.387
H 4.027 0.772 -1.033
H 5.273 1.744 -0.250
H 4.458 2.349 -1.695
H 2.699 0.652 1.182
H 2.365 2.169 2.048
H 4.020 1.540 1.942
H -3.112 0.866 -2.491
H -4.496 -1.041 -1.120
H -3.403 -0.304 2.662
H -5.790 -1.288 1.024
H -5.640 0.315 1.737
H -5.752 -1.107 2.775
H -3.789 -2.949 1.169
H -3.864 -2.725 2.913
H -2.343 -2.428 2.061
C 1.454 -1.484 -7.394
C 2.332 -2.681 -7.113
S 2.664 -2.825 -5.327
O 3.638 -3.859 -5.122
O 2.970 -1.524 -4.784
C 1.092 -3.333 -4.541
C 1.403 -3.548 -3.061
N 0.453 -2.889 -2.207
C 0.596 -1.672 -1.637
N -0.445 -1.363 -0.880
C -1.299 -2.394 -0.960
C -0.778 -3.365 -1.796
N -1.383 -4.552 -2.210
O -2.478 -4.807 -1.738
O -0.807 -5.253 -3.032
C 1.778 -0.811 -1.831
H 1.403 -1.289 -8.464
H 1.872 -0.611 -6.900
H 0.442 -1.642 -7.028
H 3.312 -2.584 -7.572
H 1.886 -3.626 -7.412
H 0.715 -4.233 -5.014
H 0.407 -2.501 -4.683
H 2.393 -3.138 -2.847
H 1.413 -4.616 -2.837
H -2.231 -2.411 -0.439
H 2.146 -0.834 -2.855
H 2.577 -1.141 -1.168
H 1.514 0.206 -1.566
Se 0.457 -1.329 1.865
C 1.333 -1.433 3.571
C 1.224 -2.626 4.280
C 1.954 -2.774 5.445
N 2.742 -1.833 5.940
C 2.825 -0.693 5.276
C 2.157 -0.442 4.091
H 0.591 -3.421 3.916
H 1.915 -3.700 6.003
H 3.476 0.058 5.708
H 2.293 0.498 3.579
```

The value obtained for the strongest force on any atom is 1.41 eV Å⁻¹. The calculation puts the orbital gap (spin up / spin down) at 7.52 / 6.83 eV. For the electronic energy, the calculation gives -5000.531956 Ha. As for the expectation value of S²: 2.009. The multiplicity is 3.


Here are the calculated relative energy (zero: lowest compared OMol25 entry of this formula, charge and spin) numbers, same order: 2.722; 0.000 (eV).